Entry from the Open Molecules 2025 dataset: 14 unconnected molecules or ions with the total composition C72H175N13O26 (ωB97M-V/def2-TZVPD).

The net charge is +1. The value obtained for the LUMO energy (spin up / spin down) is -0.1249 / -0.2025 Ha. For the calculated total energy, the calculation gives -5515.450515 Ha. Its HOMO-LUMO gap (spin up / spin down) is 6.7 / 4.6 eV. The spin multiplicity is 2. Its HOMO energy (spin up / spin down) is -10.069 / -10.069 eV.

```
286
Properties=species:S:1:pos:R:3:forces:R:3
N 3.451988 1.600116 -2.578532 0.011 0.496 0.160
H 2.712441 1.139969 -2.067226 -0.089 -0.006 0.229
H 3.245504 2.585530 -2.658715 -0.390 1.011 0.052
H 3.532748 1.172690 -3.490059 0.310 -0.660 -0.522
H 4.291821 1.506260 -2.025383 0.543 -0.525 0.251
N -3.850354 -3.276184 1.323288 0.659 -0.251 -1.816
H -4.417836 -3.622151 2.083805 -0.576 0.099 2.095
H -3.912167 -3.996075 0.617565 0.411 -0.004 -0.583
H -2.898831 -3.020782 1.545719 0.861 -0.213 0.535
H -4.275550 -2.426714 0.980210 -0.566 0.358 -0.222
C 0.799392 -1.720855 1.489017 4.921 0.170 0.651
C 1.640333 -0.771718 0.823552 0.487 1.100 -1.916
C 0.874175 0.246033 -0.208362 0.895 -0.569 1.026
O 1.567796 1.006232 -0.894778 -1.241 -0.865 1.043
C -0.556445 0.147850 -0.215458 3.739 1.764 -1.778
C -1.259623 -0.736615 0.496281 -5.263 -1.980 1.000
C -0.500055 -1.756220 1.407573 -6.663 -1.776 2.443
O -1.072979 -2.619040 2.269044 0.621 2.645 -3.281
O -2.559271 -0.724275 0.365166 3.204 -1.141 1.226
O 2.864819 -0.820144 0.933019 -1.704 -0.009 0.134
H 1.302160 -2.404127 2.157420 0.123 -0.147 0.111
H -1.018023 0.776488 -0.962562 -0.457 0.110 0.181
C 2.852954 3.881583 2.504113 0.996 -0.368 0.695
O 4.039119 3.205748 2.108678 0.364 0.540 -0.696
C 3.773772 2.185481 1.142232 -0.712 0.795 0.956
C 5.050399 1.675402 0.502661 0.217 0.980 0.283
N 4.857607 0.579528 -0.396193 0.993 0.695 -0.725
C 6.160178 0.029423 -0.887853 -0.930 -1.453 0.663
C 7.130931 1.023650 -1.527280 -2.822 -0.114 0.584
O 6.392915 1.442482 -2.722845 0.932 -0.552 1.902
C 6.978515 2.599712 -3.193696 0.858 0.799 -2.192
H 2.164732 3.172945 2.964849 -0.329 -0.126 -0.039
H 2.350605 4.431117 1.708027 0.046 -0.040 -0.291
H 3.180301 4.571170 3.282201 -0.213 0.136 -0.092
H 3.107858 2.620892 0.397196 -0.098 -0.155 -0.442
H 3.180530 1.490155 1.736111 0.105 -0.871 -0.489
H 5.800730 1.463186 1.264286 0.128 -0.010 0.428
H 5.436912 2.502986 -0.092160 0.185 0.320 0.292
H 4.150700 0.000411 0.033936 0.622 -0.944 -0.531
H 5.935413 -0.743655 -1.622651 -0.169 0.123 -0.409
H 6.601465 -0.583065 -0.101577 0.658 0.360 0.382
H 8.129215 0.599961 -1.636908 -0.102 -0.068 -0.708
H 7.197755 1.880687 -0.857122 0.367 0.220 -0.114
H 7.998457 2.356538 -3.491500 0.402 0.258 0.007
H 7.011813 3.497606 -2.576631 -0.274 -0.230 0.697
H 6.474387 2.888441 -4.115964 -0.179 -0.066 0.051
C 3.331704 -3.640800 -1.346317 0.137 0.170 0.310
O 3.742291 -3.222525 -2.630363 0.204 -0.513 0.348
C 3.289968 -1.921249 -2.921497 0.405 -0.329 -0.563
C 3.820642 -1.491834 -4.330232 -0.649 0.097 1.735
N 3.349570 -0.131775 -4.588072 0.730 -0.728 -1.345
C 4.065027 0.396872 -5.745491 -0.077 1.222 0.052
C 3.676485 1.834487 -6.059985 0.232 0.315 0.715
O 4.208051 2.720782 -5.028516 0.027 0.223 -1.105
C 4.318319 4.129412 -5.362861 -0.359 -1.076 -0.414
H 3.616433 -2.928376 -0.572051 0.235 0.377 0.072
H 3.786143 -4.585377 -1.047386 0.110 -0.070 -0.518
H 2.251615 -3.745278 -1.243471 -0.368 -0.044 -0.409
H 3.620859 -1.237001 -2.140206 0.424 0.368 -0.004
H 2.205489 -1.930428 -2.812318 -0.499 0.210 -0.583
H 3.485981 -2.179716 -5.106715 0.031 -0.280 0.007
H 4.910231 -1.475290 -4.305331 0.023 -0.190 0.078
H 2.395577 -0.225121 -4.906315 -0.386 0.170 0.262
H 3.848239 -0.122328 -6.679048 0.104 -0.605 -0.094
H 5.136681 0.386395 -5.546617 0.087 -0.173 -0.085
H 2.591137 1.919949 -6.113182 -0.293 0.151 0.268
H 3.999359 2.011116 -7.085969 0.517 0.682 0.113
H 4.884311 4.275571 -6.282851 0.223 -0.139 -0.086
H 4.826101 4.655759 -4.554640 -0.116 -0.231 0.132
H 3.331130 4.552243 -5.549317 -0.217 0.136 0.166
C -1.696240 2.173472 2.791927 -0.776 0.872 0.260
O -1.969311 3.554381 2.961783 1.119 0.092 -0.284
C -0.729585 4.279491 2.932111 -1.349 0.525 0.760
C -1.147226 5.722762 3.073426 0.150 -0.147 -0.597
N -0.018720 6.607388 3.208301 0.320 0.677 0.484
C -0.344043 8.048246 3.209347 -0.047 -0.892 -1.378
C -0.641843 8.555529 1.749068 1.304 0.669 0.348
O 0.461838 8.198926 0.828578 -1.745 0.823 -0.086
C 0.364164 8.780539 -0.521274 1.255 -0.932 0.855
H -1.269454 2.018818 1.800955 0.072 -0.385 -0.095
H -2.677446 1.710725 2.897768 0.264 -0.481 -0.109
H -1.014156 1.864529 3.584032 0.099 -0.437 -0.030
H -0.224267 4.145850 1.975611 0.361 -0.366 -0.036
H -0.136604 4.027767 3.811379 0.445 -0.415 -0.183
H -1.781281 5.772278 3.958653 -0.151 0.283 -0.130
H -1.701466 5.895537 2.150893 -0.665 0.439 0.064
H 0.625427 6.493719 2.438715 0.154 -0.299 -0.134
H 0.488730 8.558196 3.693643 -0.045 0.269 -0.321
H -1.240756 8.206983 3.808343 -0.019 0.087 0.028
H -0.679520 9.644773 1.764510 -0.055 0.209 0.089
H -1.632549 8.236388 1.425412 0.155 -0.501 -0.297
H -0.115230 8.089955 -1.215090 -0.398 0.076 0.137
H 1.408442 8.843363 -0.827291 0.085 -0.114 -0.114
H 0.005121 9.800878 -0.655833 -0.559 -0.053 0.727
C -0.025562 0.029281 -3.857694 -0.692 -0.066 -0.384
O 0.659668 -0.114411 -5.122051 0.136 0.879 1.353
C -0.204452 -0.455126 -6.159278 -1.315 -1.881 -1.023
C 0.394046 -0.468971 -7.559693 0.313 0.742 0.832
N 0.509597 0.848039 -8.117340 0.378 1.044 -1.770
C 1.108549 0.858279 -9.480682 1.016 0.551 1.300
C 1.643602 2.286294 -9.879312 -1.320 -2.302 -0.574
O 2.439886 2.869559 -8.894596 -1.032 -1.267 0.873
C 2.997819 4.066434 -9.291039 1.400 0.144 -0.519
H -0.551911 0.983554 -3.837478 -0.010 0.180 -0.012
H 0.559819 -0.055769 -2.942159 0.965 0.223 -0.632
H -0.776351 -0.745535 -3.702500 -0.213 -0.266 -0.488
H -1.163640 0.062390 -6.174347 0.129 0.657 0.261
H -0.466934 -1.500489 -5.996741 -0.309 -0.377 0.149
H -0.247296 -1.024373 -8.244013 -0.113 -0.288 0.307
H 1.346113 -0.990824 -7.463122 0.436 -0.292 -0.289
H 1.170652 1.447676 -7.644550 -0.133 -0.096 0.830
H 0.510508 0.366825 -10.248095 -0.528 0.604 -0.016
H 2.009932 0.245427 -9.478097 0.414 -0.355 0.202
H 0.779114 2.881038 -10.174329 0.163 0.510 -0.016
H 2.247025 1.984502 -10.735411 0.159 0.780 -0.506
H 3.466129 3.907981 -10.262467 -0.147 0.366 -0.471
H 3.859055 4.223202 -8.641576 -0.289 0.505 0.329
H 2.301830 4.904732 -9.321911 -0.026 0.046 0.106
C -4.584884 2.395258 -3.882286 0.286 0.786 0.977
O -4.333034 3.407360 -2.856829 -0.069 -0.230 -0.167
C -3.332894 3.028447 -1.897840 0.063 -0.481 0.410
C -3.127536 4.062608 -0.738954 -0.648 -0.006 -1.695
N -3.004739 5.362405 -1.337274 -0.022 1.946 -0.365
C -2.942951 6.564172 -0.410704 -0.152 -2.156 -1.190
C -3.340592 7.867652 -1.069261 -0.980 0.267 -0.200
O -4.636367 7.871604 -1.740365 0.349 -0.702 0.377
C -5.747244 7.429392 -0.918662 1.284 0.614 0.550
H -3.752739 2.437690 -4.585024 0.146 -0.630 0.069
H -5.492182 2.557032 -4.464305 -0.046 0.922 0.324
H -4.798550 1.438598 -3.405584 0.700 -0.311 0.007
H -2.352710 2.816517 -2.324958 0.208 0.395 -0.768
H -3.612644 2.056830 -1.490655 -0.244 -0.131 0.433
H -2.170219 3.908255 -0.241124 -0.173 -0.750 0.405
H -3.984457 3.961760 -0.072915 -0.007 0.073 0.538
H -3.653737 5.500720 -2.098689 -0.274 0.057 0.126
H -1.882208 6.590828 -0.161291 -0.040 0.444 0.641
H -3.568086 6.321425 0.448583 0.110 0.284 0.418
H -2.547828 8.183950 -1.747189 -0.447 -0.290 -0.743
H -3.349420 8.697465 -0.362553 -0.099 -0.145 0.640
H -6.698296 7.666311 -1.395604 0.350 -0.195 -0.289
H -5.718194 7.952076 0.037402 -0.083 0.475 0.129
H -5.664156 6.389929 -0.601305 -0.107 -0.354 -0.624
C 6.131259 -3.812513 1.400320 -1.323 -0.331 0.151
O 6.899411 -2.841960 2.038352 0.924 0.356 0.608
C 6.151980 -1.706179 2.473997 -0.725 -0.281 -0.711
C 5.372065 -1.944999 3.794349 0.633 0.390 -0.808
N 4.205980 -1.045979 3.983253 1.228 -0.627 0.246
C 3.248128 -1.714108 4.847390 -1.289 1.556 -0.246
C 1.996010 -0.811952 5.142736 0.106 -1.073 0.526
O 1.935430 -0.212512 6.425708 0.161 0.539 -0.245
C 2.822416 0.929890 6.526828 -0.082 -1.143 -0.050
H 5.290831 -4.113793 2.025627 -0.279 -0.088 0.260
H 6.635994 -4.754728 1.186819 0.673 0.443 0.062
H 5.667117 -3.437533 0.488147 0.191 0.182 -0.387
H 5.486764 -1.469476 1.643605 -0.728 0.062 0.000
H 6.800573 -0.830199 2.483901 0.373 -0.261 0.524
H 6.121561 -1.840035 4.578782 -0.315 0.180 0.395
H 5.063853 -2.990365 3.812214 -0.116 -0.249 -0.093
H 3.769546 -0.926070 3.080341 -0.032 0.108 -0.223
H 3.703036 -2.042194 5.782012 -0.010 0.093 0.002
H 2.812089 -2.577148 4.344257 0.174 -0.653 -0.031
H 1.156153 -1.500670 5.051090 -0.223 -0.067 0.633
H 1.736414 -0.099555 4.359675 0.709 0.508 -0.336
H 2.646963 1.572347 5.663941 0.226 0.236 0.063
H 3.842665 0.547157 6.553524 0.209 0.250 -0.353
H 2.680308 1.457587 7.469937 -0.502 -0.140 -0.126
C -0.890225 -3.488679 -1.342819 -0.385 0.129 0.116
O -0.825776 -4.513715 -2.294281 -0.292 -0.982 0.198
C -1.281099 -5.764132 -1.765462 -0.710 -1.076 -0.171
C -1.813196 -6.756563 -2.817671 0.155 0.948 0.545
N -3.196069 -6.411433 -3.187138 0.821 -1.251 -0.018
C -3.679644 -7.418587 -4.147952 -0.885 1.772 -0.188
C -4.980383 -6.857060 -4.754495 -0.424 -0.632 -1.818
O -4.845357 -5.608984 -5.465530 1.325 -0.860 0.980
C -5.984732 -5.097564 -6.097539 0.559 0.704 -0.134
H -0.674948 -2.527398 -1.809410 0.186 -0.110 -0.163
H -0.229071 -3.638668 -0.489310 0.388 -0.177 0.032
H -1.895082 -3.416098 -0.926791 -0.315 0.065 0.039
H -2.159648 -5.696916 -1.123803 -0.216 0.939 0.259
H -0.579939 -6.294247 -1.120916 0.834 0.369 -0.154
H -1.834649 -7.750330 -2.370387 -0.028 0.003 0.264
H -1.106383 -6.842170 -3.643017 -0.020 0.182 -0.472
H -3.186585 -5.542292 -3.701531 0.003 0.293 -0.061
H -3.917282 -8.404438 -3.748317 -0.073 0.189 0.668
H -2.887815 -7.616996 -4.870275 -0.199 0.123 -0.674
H -5.831072 -6.826465 -4.073706 0.282 0.301 0.634
H -5.300820 -7.580871 -5.503838 -0.082 -0.349 -0.222
H -6.431429 -5.746294 -6.851005 -0.292 -0.507 0.395
H -5.609446 -4.259055 -6.684189 -0.056 0.204 0.093
H -6.665422 -4.692294 -5.348859 -0.520 -0.272 -0.149
C 0.038806 4.647148 -5.052252 -0.257 0.157 1.172
O 0.477810 5.662126 -4.091520 -0.114 -1.112 -0.576
C 0.335774 5.298281 -2.695537 0.055 -0.351 -0.152
C 1.133981 4.072174 -2.208814 0.550 1.194 -0.333
N 2.598722 4.257364 -2.360552 -0.529 0.065 -0.613
C 3.242171 5.194787 -1.448486 -0.882 -0.410 0.792
C 4.741434 4.978024 -1.336732 -0.386 1.081 0.439
O 5.494370 5.708836 -2.291636 -0.252 -0.039 -0.546
C 5.353777 7.121231 -2.256934 0.647 0.425 0.551
H 0.091027 4.908074 -6.109270 0.586 0.875 0.293
H -1.022757 4.449029 -4.904163 -0.110 -0.253 0.334
H 0.620526 3.733136 -4.932757 -0.027 -0.169 0.079
H -0.680370 5.092547 -2.359036 -0.578 0.297 -0.587
H 0.654468 6.206007 -2.183127 0.120 -0.085 0.108
H 0.805589 3.185814 -2.751607 0.175 -0.146 -0.118
H 0.877714 3.890291 -1.165099 0.095 0.044 0.147
H 2.676169 4.723155 -3.253382 0.171 -0.289 -0.641
H 2.794586 5.063044 -0.463397 0.105 -0.331 0.266
H 2.952438 6.220469 -1.676822 0.410 0.243 -0.166
H 4.991107 3.918602 -1.394895 0.022 0.113 -0.493
H 5.020299 5.284024 -0.328415 0.278 0.214 0.225
H 4.362778 7.560372 -2.371702 -0.317 -0.555 -0.469
H 6.023406 7.553055 -3.000721 -0.164 -0.297 -0.202
H 5.688031 7.548045 -1.311312 0.234 -0.264 0.434
C 3.638134 -8.520407 2.520419 0.449 1.070 -0.446
O 3.361537 -7.138925 2.260907 0.194 -0.155 -0.498
C 2.482089 -6.955257 1.178265 -1.216 0.570 -0.034
C 1.921471 -5.506367 1.156577 0.154 -0.094 0.822
N 0.925813 -5.235649 2.211280 -0.176 -0.403 -0.865
C 1.446460 -5.475518 3.544480 -0.502 0.937 0.191
C 0.639424 -4.724800 4.563988 0.392 -0.884 1.830
O 1.243237 -5.036772 5.904329 -0.756 0.309 -2.368
C 0.806219 -4.203300 6.962795 0.300 -0.647 -0.396
H 4.000891 -8.995085 1.608724 -0.083 -0.221 -0.136
H 2.744391 -9.028589 2.882466 0.073 -0.113 0.212
H 4.474699 -8.494891 3.218714 -0.352 -0.326 0.245
H 1.664135 -7.671785 1.253291 -0.583 0.034 0.370
H 2.856059 -7.212673 0.187302 0.958 0.207 -0.093
H 1.521872 -5.229718 0.180930 -0.303 -0.468 -0.023
H 2.737303 -4.799703 1.308749 0.727 -0.083 -0.060
H 0.563014 -4.297458 2.120338 -0.022 0.036 -0.038
H 2.446827 -5.061437 3.670570 0.618 -1.013 -0.097
H 1.209587 -6.520444 3.744795 1.283 -0.138 0.303
H -0.346579 -5.163501 4.410950 -0.650 0.498 0.790
H 0.640246 -3.642018 4.438784 -0.102 0.112 -0.127
H 0.664126 -3.180283 6.614451 -0.161 0.163 0.196
H 1.608111 -4.238626 7.700242 -0.133 0.174 0.105
H -0.095309 -4.637704 7.394808 -0.247 0.354 0.178
C -9.244299 -3.607140 8.668882 -1.171 -0.364 0.210
O -8.227167 -2.897974 8.034986 1.205 -0.123 -0.189
C -7.066478 -3.701440 7.723091 -0.134 0.345 -0.207
C -5.909039 -2.771911 7.266882 -0.782 -0.696 0.363
N -6.166496 -2.205024 5.926942 0.672 0.709 0.534
C -5.214175 -1.073820 5.729489 0.289 -0.136 -0.140
C -3.826755 -1.566701 5.308065 2.104 0.289 0.773
O -2.841387 -0.583337 5.713284 0.009 -0.002 0.109
C -1.523699 -0.729166 5.135482 -1.488 0.199 -0.052
H -9.035956 -3.993213 9.666704 0.640 0.246 0.242
H -9.602266 -4.482822 8.127459 0.198 -0.151 -0.555
H -10.116593 -2.960941 8.766971 0.166 0.218 -0.044
H -7.356847 -4.433726 6.969732 0.092 0.079 -0.530
H -6.797762 -4.335258 8.568176 0.286 0.347 0.432
H -4.937998 -3.266956 7.276737 -0.290 -0.320 -0.110
H -5.834727 -1.984293 8.016703 -0.111 0.267 0.136
H -7.103398 -1.837762 6.013221 -0.247 0.294 -0.332
H -5.131275 -0.464569 6.629516 0.326 -0.167 0.317
H -5.503995 -0.330911 4.986398 -0.575 -0.326 -0.257
H -3.691133 -1.808454 4.253900 -0.390 0.519 -0.526
H -3.467449 -2.489151 5.764209 -0.692 -0.444 0.502
H -0.979487 -1.635052 5.402472 -0.429 -0.464 0.084
H -0.889569 0.086024 5.483995 -0.344 0.197 -0.078
H -1.730382 -0.686591 4.066109 0.785 -0.041 -0.328
C -5.781775 -0.454026 0.660785 -0.388 0.783 -1.445
O -6.025142 -1.740757 1.121338 -0.085 -0.890 1.374
C -6.649543 -1.810649 2.420893 0.176 -0.444 -0.694
C -6.717572 -3.271010 2.873480 0.377 -0.150 -0.011
N -5.451128 -3.694903 3.491382 0.428 0.152 -0.427
C -5.436322 -5.037875 4.064742 -1.256 -0.810 -1.215
C -4.115766 -5.563128 4.628754 -1.031 1.088 0.013
O -4.268059 -5.200700 5.974876 0.653 -0.052 0.802
C -3.078231 -5.317231 6.721434 -0.112 -0.504 0.044
H -5.158794 -0.586331 -0.223802 0.101 0.249 0.012
H -5.285087 0.260868 1.316780 0.128 -0.357 0.506
H -6.723324 -0.018021 0.326880 -0.143 0.305 0.017
H -7.660836 -1.410931 2.346091 -0.084 0.143 0.021
H -6.062232 -1.201953 3.108397 -0.065 0.032 0.196
H -6.893529 -3.906240 2.005366 -0.278 0.007 -0.115
H -7.547957 -3.386948 3.569974 -0.185 -0.040 0.091
H -5.360765 -3.035846 4.251370 0.216 -0.119 0.462
H -5.858242 -5.730691 3.336659 0.383 -0.059 -0.660
H -6.225946 -5.114972 4.812166 0.279 0.062 0.712
H -3.229522 -5.086250 4.210104 0.094 0.401 -0.280
H -3.961932 -6.629208 4.461702 -0.306 -0.299 0.260
H -2.282304 -4.704536 6.298128 0.107 0.243 0.043
H -2.745659 -6.355158 6.707315 0.205 -0.180 0.101
H -3.294302 -5.044447 7.754391 0.067 0.141 -0.104
```
Positions in Å, forces in eV/Å.